Density functional theory data (ωB97M-V with the def2-TZVPD basis set) for the molecule C10H10N2O.

CARTESIAN COORDINATES (ANGSTROEM)
O 2.783 0.330 -0.177
N -3.157 -0.241 0.315
N -0.768 -1.662 -0.228
C -1.984 0.410 0.059
C -3.091 -1.540 0.295
C -1.903 -2.244 0.025
C 3.400 -0.427 0.853
C 0.384 1.803 -0.470
C -0.795 -0.296 -0.212
C 1.680 -0.295 -0.806
C -0.807 2.498 -0.182
C 0.395 0.426 -0.484
C -1.969 1.819 0.070
H -0.791 3.577 -0.174
H 4.272 -0.941 0.456
H 3.697 0.257 1.642
H 1.295 2.341 -0.661
H 2.721 -1.156 1.290
H 1.607 -1.348 -0.561
H -2.888 2.340 0.282
H -1.925 -3.325 0.048
H -3.994 -2.096 0.501
H 1.837 -0.229 -1.884

- E (a.u.) = -571.7909
- largest force on an atom (eV Å⁻¹) = 0.81
- spin multiplicity = 1

natural (NBO) atomic charge list, values in e, 6 entries: -0.547 -0.349 -0.389 0.083 0.005 0.008